(1)
Here is C37H48AuBGe2N6S2 as an isolated structure from the Open Molecules 2025 dataset. Energies are from wB97M-V/def2-TZVPD.

```
97
Properties=species:S:1:pos:R:3:forces:R:3
Au 2.17305 -2.78613 -1.50130 -0.18 0.04 -0.25
C -2.77695 -0.46480 -4.02454 0.08 0.03 -0.03
N -1.65291 0.41007 -4.30721 -0.10 -0.37 -0.35
C -1.54609 1.30907 -5.34582 -0.01 -0.13 0.12
C -0.36344 1.94441 -5.17059 0.10 -0.03 0.22
N 0.25816 1.42889 -4.05339 0.14 0.12 -0.24
B 1.80191 1.78954 -3.69005 0.01 0.01 0.08
N 1.99388 1.84915 -2.18901 0.00 -0.24 -0.08
C 2.74721 2.85959 -1.60522 -0.08 0.05 -0.11
C 3.04752 2.57276 -0.34332 0.07 -0.08 0.13
N 2.44142 1.33565 0.00430 -0.10 0.14 -0.20
C 3.14946 0.54381 0.97574 -0.05 -0.11 0.09
C 1.98424 0.70529 -1.26715 0.32 -0.11 0.02
S 3.15113 -0.67273 -1.81561 0.01 0.16 0.00
C -0.53817 0.49037 -3.54770 0.01 0.03 -0.09
S -0.27576 -0.68090 -2.30125 0.06 -0.21 -0.10
H -3.58472 -0.21652 -4.70928 0.00 0.01 0.01
H -3.10888 -0.30430 -2.99918 0.04 -0.02 -0.07
H -2.49506 -1.51112 -4.15041 0.02 0.02 -0.04
H -2.32825 1.43279 -6.07455 0.02 -0.02 0.03
H 0.10056 2.73068 -5.73975 0.01 -0.02 0.03
H 2.45914 0.95006 -4.27807 -0.08 0.04 0.03
H 1.96608 2.91306 -4.15641 -0.05 -0.17 0.03
H 2.95818 3.76300 -2.15503 0.00 -0.04 0.01
H 3.56076 3.16531 0.39686 -0.08 0.00 -0.01
H 3.14934 1.10191 1.91734 0.02 -0.02 0.10
H 4.18343 0.31808 0.68379 -0.03 0.02 -0.03
H 2.64126 -0.40800 1.11956 -0.05 -0.07 0.05
N 0.61939 -2.50959 1.43413 0.10 -0.11 0.23
C 1.18123 -2.33101 2.42772 0.07 -0.03 0.16
N 1.86498 -2.11541 3.55541 -0.01 0.08 -0.18
C 2.31884 -3.25451 4.34545 -0.05 0.14 -0.07
C 3.64668 -2.90571 5.00032 -0.01 0.08 0.02
C 3.50092 -1.62967 5.83123 -0.04 -0.01 -0.08
C 3.00017 -0.48115 4.95356 -0.02 -0.04 0.03
C 1.68720 -0.85335 4.28127 -0.01 -0.16 -0.06
H 2.40336 -4.11726 3.68887 0.02 -0.01 -0.04
H 1.57752 -3.48684 5.12318 -0.06 -0.04 0.02
H 4.38521 -2.74441 4.21077 0.04 -0.04 0.03
H 3.98458 -3.74096 5.61846 0.00 -0.01 0.01
H 4.45018 -1.36818 6.30349 0.01 0.01 0.00
H 2.77587 -1.80933 6.63515 0.04 0.01 0.02
H 3.73743 -0.26634 4.17759 0.03 0.05 -0.02
H 2.85691 0.42681 5.54347 0.01 0.00 -0.01
H 1.35983 -0.09182 3.57696 -0.01 0.02 -0.06
H 0.90002 -0.96970 5.03793 -0.06 0.00 0.00
C 0.55796 0.20506 -1.00339 -0.07 1.00 0.37
Ge -0.53427 1.90344 -0.25189 -0.43 0.26 0.03
C -1.19574 1.15943 1.47608 0.04 -0.25 0.15
C -1.64639 1.96332 2.53162 -0.05 -0.04 0.04
C -2.15620 1.41310 3.70394 0.05 0.03 -0.11
C -2.24979 0.03228 3.85042 0.04 -0.01 -0.07
C -1.83358 -0.78719 2.80985 -0.01 0.08 -0.01
C -1.31248 -0.22717 1.64517 -0.19 0.24 0.08
C -2.26983 1.89116 -1.28977 -0.02 -0.07 -0.23
C -3.41400 1.21320 -0.83669 -0.02 0.08 0.01
C -4.61355 1.22737 -1.54386 0.05 0.10 0.08
C -4.71693 1.92388 -2.74354 0.04 0.05 0.09
C -3.59651 2.58465 -3.22964 -0.04 0.07 0.18
C -2.39949 2.55413 -2.52009 -0.12 0.13 0.18
C -0.29550 3.83670 0.14755 0.07 -0.78 -0.12
C 0.41331 4.20938 1.31955 0.31 0.28 0.26
C 0.88368 5.49520 1.52596 -0.11 -0.45 0.02
C 0.70803 6.48494 0.55517 0.11 0.35 0.07
C 0.05143 6.13830 -0.62861 -0.19 -0.44 -0.18
C -0.42653 4.85320 -0.83142 0.10 0.49 -0.10
H 0.57284 -0.51375 -0.18009 0.15 -0.07 -0.16
H -1.61075 3.04202 2.42870 0.03 -0.02 -0.02
H -2.49202 2.06651 4.50277 0.01 0.01 -0.01
H -2.65626 -0.39693 4.75948 -0.01 -0.01 0.02
H -1.91486 -1.86542 2.89351 0.03 0.00 -0.02
H -1.01475 -0.89536 0.84916 -0.05 -0.01 0.05
H -3.37703 0.66499 0.09954 0.03 0.03 -0.03
H -5.47296 0.69408 -1.15139 0.00 -0.01 0.01
H -5.65209 1.94418 -3.29223 -0.01 -0.01 0.00
H -3.64510 3.11750 -4.17330 0.01 0.01 0.00
H -1.53560 3.03899 -2.96040 -0.04 0.02 0.05
H 0.61115 3.45760 2.07892 0.02 0.02 0.01
H 1.40901 5.73163 2.44699 -0.01 -0.03 0.03
H 1.07727 7.49193 0.71366 0.03 -0.01 -0.02
H -0.07780 6.88247 -1.40891 -0.05 0.00 -0.02
H -0.91755 4.63655 -1.77035 -0.05 0.01 -0.06
C -0.76680 -7.04044 -1.35324 0.01 -0.20 -0.01
Ge -0.52373 -5.07782 -1.43239 -0.14 -0.02 -0.08
C -1.59318 -4.40190 0.06228 0.05 0.20 0.17
C -1.60850 -4.53449 -2.99224 -0.04 0.17 -0.15
C 1.31622 -4.60881 -1.56184 0.24 -0.07 0.16
H -1.83386 -7.28596 -1.33624 0.06 -0.02 0.00
H -0.30061 -7.45937 -0.45696 -0.02 0.02 -0.04
H -0.31476 -7.51893 -2.22699 -0.02 0.00 0.04
H -2.61960 -4.75819 -0.06166 -0.01 0.02 0.03
H -1.58572 -3.30865 0.06529 -0.03 -0.11 0.02
H -1.20636 -4.73470 1.02774 -0.03 0.02 -0.05
H -2.51659 -5.14413 -3.03405 0.01 0.05 -0.02
H -1.06045 -4.64154 -3.93077 -0.02 -0.02 0.04
H -1.89640 -3.48299 -2.88441 0.05 -0.11 -0.01
H 1.90646 -5.49406 -1.82479 0.05 0.06 0.00
```
Forces are in eV/Å.

Properties
<S²> = 2.02
E_HOMO (spin up / spin down) = 1.757 / -0.806 eV
Spin multiplicity = 3
Energy relative to the best compared isomer or geometry (same formula, charge and spin) = 65.5 kcal per mole
Charge = -2

Atom charges from the Mulliken analysis, given in e for atoms 1 to 2:
1 Au -0.04
2 C -0.96

(2)
Here is C37H48BrCl4CoN5O7Si as an isolated structure from the Open Molecules 2025 dataset. Energies are from wB97M-V/def2-TZVPD.

```
104
Properties=species:S:1:pos:R:3:forces:R:3
Co 0.48516 1.60638 -0.78521 -1.63 1.45 0.78
Br 2.61326 -4.97012 6.31889 0.14 0.03 -0.22
C 3.48676 -4.72942 4.62879 -0.12 0.01 0.29
C 3.61186 -3.45102 4.10149 -0.25 -0.12 0.44
C 4.20336 -3.27592 2.87789 0.43 -0.11 -0.47
C 4.67226 -4.39102 2.12879 0.18 0.48 1.47
C 4.59046 -5.66922 2.74219 0.09 0.26 -0.37
C 3.99496 -5.84082 3.96409 -0.19 0.02 0.29
N 5.20416 -4.35132 0.90129 -0.22 -1.29 -1.36
N 5.29356 -3.31632 0.13519 0.25 0.55 0.61
C 4.44646 -2.32082 -0.11781 0.02 -0.13 -0.26
C 4.97126 -1.19612 -0.79391 -0.04 0.61 -0.13
C 4.20236 -0.11062 -1.13531 0.47 -0.22 -0.03
C 2.84436 -0.00982 -0.77161 -0.84 1.46 -0.74
O 2.14256 1.00788 -1.14831 2.63 -1.73 0.11
C 2.29346 -1.10082 -0.02531 0.00 -0.76 0.49
N 1.05336 -0.94142 0.46719 0.04 0.04 0.12
C 0.43706 -1.97452 0.97319 -0.06 -0.08 0.10
C 0.98456 -3.26002 0.99919 0.39 -0.11 -0.16
C 2.29646 -3.41542 0.60759 -0.47 -0.21 0.04
C 3.02816 -2.30912 0.16109 -0.42 0.36 -0.27
H 3.23356 -2.60122 4.65489 0.00 0.00 -0.01
H 4.31446 -2.28072 2.47489 0.00 0.04 -0.03
H 4.98816 -6.51382 2.19899 0.03 -0.04 -0.08
H 3.91086 -6.82282 4.41099 0.01 0.01 -0.02
H 6.02536 -1.20852 -1.03711 0.03 -0.07 -0.02
H 4.62996 0.71938 -1.68251 0.00 0.03 0.01
H -0.55744 -1.79302 1.35439 -0.12 0.01 0.06
H 0.39276 -4.10052 1.32889 -0.03 -0.08 0.05
H 2.75366 -4.39472 0.62119 0.00 0.03 0.02
Cl -2.94744 7.25008 0.43369 -0.26 0.23 0.08
C -1.68264 6.11718 0.11389 0.37 0.35 -0.01
C -0.38664 6.56368 -0.05461 -0.43 -0.06 0.12
Cl -0.02214 8.24848 0.05309 0.07 0.34 0.03
C 0.63256 5.64558 -0.32211 -0.02 -0.24 -0.05
Cl 2.27156 6.18088 -0.45171 0.34 -0.03 -0.05
C 0.36156 4.29028 -0.46231 -0.03 -0.08 -0.12
O 1.23836 3.37268 -0.71711 0.68 0.56 0.07
C -0.98694 3.82418 -0.29161 0.03 0.19 -0.02
O -1.15324 2.54708 -0.42001 -0.69 -0.08 0.05
C -1.97704 4.75418 0.01149 0.18 -0.28 -0.06
Cl -3.58534 4.20248 0.32639 -0.23 -0.28 0.05
C -2.27594 -3.62572 -3.55421 0.30 0.25 0.02
C -1.03854 -2.71942 -3.48291 0.09 -0.51 -0.35
C -0.20834 -2.86392 -4.76571 -0.22 0.07 0.32
C -0.18054 -3.07642 -2.27371 -0.14 0.14 -0.17
O -1.49094 -1.39312 -3.42331 -0.07 0.00 -0.32
Si -1.77824 -0.45502 -2.09911 0.75 0.78 0.28
O -0.45554 0.21968 -1.57381 -0.65 -1.14 -0.56
O -2.96804 0.56558 -2.58721 -0.24 -0.15 0.23
C -2.97574 1.52958 -3.60491 -0.30 0.55 -0.51
C -3.79784 2.71658 -3.08881 0.31 -0.30 -0.10
C -1.56394 1.98908 -3.95691 -0.15 -0.06 0.27
C -3.64174 0.90138 -4.83941 0.17 0.06 0.33
O -2.54494 -1.43932 -1.01971 0.10 -0.39 0.12
C -3.42154 -1.08592 0.02559 -0.52 -0.16 0.51
C -2.95764 0.17008 0.75929 -0.04 -0.29 -0.35
C -4.81904 -0.85892 -0.56561 0.32 0.00 0.07
C -3.46574 -2.27492 0.99999 0.04 0.27 -0.33
H -1.99924 -4.67702 -3.59801 0.03 -0.17 0.00
H -2.85964 -3.36782 -4.43631 -0.08 0.00 -0.08
H -2.87394 -3.43592 -2.66931 -0.18 -0.07 0.15
H 0.10096 -3.89922 -4.89561 0.07 -0.13 -0.06
H 0.67336 -2.23262 -4.70121 0.13 0.09 -0.01
H -0.79584 -2.55402 -5.62781 -0.08 0.03 -0.08
H 0.22266 -4.08192 -2.36981 0.07 -0.15 0.02
H -0.78124 -3.00522 -1.37321 -0.03 -0.10 0.16
H 0.63186 -2.36032 -2.18881 0.20 0.07 0.05
H -3.26464 3.16928 -2.25881 0.01 0.12 0.12
H -4.76744 2.37658 -2.72891 -0.11 -0.06 0.01
H -3.94714 3.45498 -3.87511 -0.01 0.11 -0.08
H -1.06704 2.34328 -3.05591 0.03 0.14 0.01
H -1.59454 2.78248 -4.70041 0.02 0.09 -0.12
H -0.99244 1.14618 -4.33351 0.17 -0.10 -0.18
H -4.64664 0.56628 -4.58901 -0.13 -0.03 0.04
H -3.05124 0.03868 -5.13471 0.03 -0.15 -0.14
H -3.69694 1.61018 -5.66401 0.01 0.10 -0.10
H -2.76264 0.95978 0.04239 -0.02 0.34 0.04
H -2.02484 -0.02612 1.28049 0.19 0.00 0.14
H -3.71584 0.49438 1.47019 -0.03 0.07 0.10
H -4.77064 0.00778 -1.21611 -0.14 0.09 -0.10
H -5.55404 -0.69552 0.22059 -0.09 0.03 0.10
H -5.10674 -1.72652 -1.15701 -0.07 -0.11 -0.06
H -2.50344 -2.39322 1.49129 0.07 -0.05 0.08
H -3.68474 -3.19302 0.45839 -0.09 -0.11 -0.06
H -4.22944 -2.10772 1.75789 -0.06 -0.02 0.10
C 2.41156 2.39538 4.12689 -0.28 0.11 -0.14
C 1.14346 3.13478 3.66489 -0.01 -0.02 0.17
C -0.09214 2.59238 4.39029 0.24 0.13 -0.12
C 1.28886 4.62868 3.96509 -0.09 -0.28 -0.09
N 0.90126 3.03858 2.22379 0.10 -0.02 0.03
N 0.75246 1.74718 1.66739 0.16 -0.21 0.07
H 2.53346 2.48678 5.20509 0.05 -0.02 0.12
H 3.28866 2.81858 3.63969 0.11 0.04 -0.04
H 2.36116 1.33618 3.88009 0.00 -0.13 0.02
H -0.01374 2.76328 5.46219 0.02 -0.01 0.14
H -0.21174 1.52498 4.22069 -0.01 -0.15 0.01
H -0.97454 3.10308 4.01339 -0.14 0.04 -0.04
H 1.41856 4.79488 5.03329 0.04 0.02 0.11
H 0.40126 5.15528 3.62629 -0.11 0.10 -0.05
H 2.14786 5.04218 3.44119 0.13 0.08 -0.08
H 1.63566 3.51218 1.70619 -0.13 -0.05 -0.20
H -0.14794 1.36098 1.93659 0.13 0.09 -0.20
H 1.49216 1.09008 1.92649 -0.21 0.13 0.02
```
Forces are in eV/Å.

Properties
<S²> = 3.90
E_HOMO (spin up / spin down) = -1.588 / -1.541 eV
Spin multiplicity = 4
Charge = -2

Atom charges from the Mulliken analysis, given in e for atoms 1 to 2:
1 Co 0.36
2 Br -0.26

Calculated total energy readings, ordered: -6877.90325, -8326.47391 hartree